ORCA calculation (ωB97M-V with the def2-TZVPD basis set) on a molecular structure, C22H49I2NO9PS.

Summary:
HOMO level: -10.6901 eV
orbital gap: 0.21580 hartree
net charge: +1
E_LUMO: -4.818 eV
multiplicity: 1

XYZ file:
```
85
Properties=species:S:1:pos:R:3:lowdin_charge:R:1
C 3.502 0.139 1.208 -0.080
O 3.546 -0.653 0.029 -0.160
C 2.660 -0.320 -0.990 -0.248
C 1.439 -1.274 -1.048 -0.212
C 0.283 -0.640 -1.845 -0.243
P -1.297 -0.423 -0.980 0.890
C -2.218 0.777 -1.986 -0.220
C -3.532 1.325 -1.435 -0.319
C -3.407 2.147 -0.179 -0.591
S -4.996 2.989 0.051 0.764
O -0.995 0.107 0.520 -0.281
N 0.102 1.075 0.683 0.068
O -0.081 2.057 0.121 0.149
C -2.116 -2.048 -0.932 -0.860
I -1.112 -3.400 0.393 0.966
C -3.627 -1.979 -0.636 -0.854
C -3.982 -1.241 0.650 -0.179
I -4.390 -4.006 -0.469 0.864
H 2.906 -0.355 1.970 0.086
H 4.510 0.228 1.589 0.090
H 3.139 1.142 1.018 0.078
H 3.163 -0.424 -1.949 0.128
H 2.307 0.709 -0.949 0.100
H 1.174 -1.515 -0.028 0.049
H 1.762 -2.178 -1.538 0.104
H 0.573 0.287 -2.325 0.103
H -0.002 -1.322 -2.642 0.099
H -2.395 0.279 -2.934 0.117
H -1.512 1.582 -2.155 0.100
H -3.928 1.984 -2.200 0.112
H -4.260 0.533 -1.343 0.083
H -2.660 2.914 -0.343 0.071
H -3.125 1.584 0.699 0.044
H -4.724 3.835 1.051 -0.140
H -1.968 -2.424 -1.936 0.060
H -4.162 -1.610 -1.494 0.054
H -3.196 -0.568 0.971 0.046
H -4.210 -1.904 1.469 0.055
H -4.860 -0.635 0.471 0.087
C 2.951 -3.184 -4.955 -0.116
O 4.199 -2.719 -4.501 -0.195
C 4.734 -3.428 -3.393 -0.194
C 6.211 -3.717 -3.549 -0.183
O 6.544 -4.681 -4.527 -0.114
C 6.364 -4.377 -5.900 -0.181
C 7.320 -3.354 -6.474 -0.196
O 7.095 -2.054 -5.957 -0.198
C 8.261 -1.371 -5.547 -0.112
H 2.129 -2.746 -4.371 0.068
H 2.840 -2.877 -5.995 0.091
H 2.883 -4.275 -4.913 0.091
H 4.196 -4.368 -3.230 0.125
H 4.608 -2.796 -2.501 0.118
H 6.544 -4.154 -2.605 0.132
H 6.778 -2.794 -3.687 0.117
H 5.328 -4.112 -6.118 0.114
H 6.564 -5.318 -6.419 0.131
H 7.169 -3.324 -7.561 0.129
H 8.348 -3.677 -6.282 0.125
H 8.967 -2.042 -5.048 0.088
H 7.961 -0.603 -4.833 0.086
H 8.755 -0.889 -6.396 0.089
C -6.449 1.434 5.845 -0.103
O -5.063 1.709 5.797 -0.190
C -4.522 1.832 4.500 -0.208
C -3.567 3.005 4.396 -0.190
O -4.160 4.288 4.446 -0.126
C -4.751 4.741 5.656 -0.175
C -3.783 5.069 6.771 -0.195
O -3.141 3.915 7.285 -0.193
C -1.746 4.038 7.457 -0.112
H -6.640 0.361 5.744 0.088
H -6.816 1.765 6.815 0.091
H -6.996 1.978 5.068 0.087
H -5.313 1.940 3.748 0.118
H -3.960 0.912 4.278 0.123
H -3.110 2.959 3.400 0.112
H -2.752 2.913 5.117 0.116
H -5.530 4.060 5.997 0.116
H -5.247 5.677 5.387 0.131
H -4.352 5.538 7.582 0.130
H -3.047 5.794 6.408 0.124
H -1.286 4.597 6.635 0.085
H -1.324 3.033 7.464 0.087
H -1.507 4.527 8.406 0.090
```